{
  "formula": "C19H18ClIN2O2Pd",
  "method": "the ωB97M-V functional and the def2-TZVPD basis",
  "symbols": ["I", "Pd", "Cl", "O", "O", "N", "N", "C", "C", "C", "C", "C", "C", "C", "C", "C", "C", "C", "C", "C", "C", "C", "C", "C", "C", "C", "H", "H", "H", "H", "H", "H", "H", "H", "H", "H", "H", "H", "H", "H", "H", "H", "H", "H"],
  "positions_angstrom": [[3.25, -0.35, -0.39], [0.63, -0.17, -0.16], [-0.14, 0.73, 6.99], [-3.47, 0.08, 1.42], [-1.47, -0.01, 0.41], [0.53, 1.17, -1.84], [0.29, -1.48, -1.82], [0.57, 1.32, -4.23], [0.99, 1.26, 1.26], [0.73, 2.49, -1.74], [-0.80, 0.55, 5.43], [-1.11, -0.74, 4.95], [1.00, -1.52, 1.34], [-2.25, 0.09, 1.44], [-1.51, 1.53, 3.33], [0.82, 3.29, -2.88], [-1.03, 1.69, 4.64], [0.45, 0.57, -3.05], [0.09, -3.04, -4.11], [0.74, 2.69, -4.14], [-1.73, 0.24, 2.84], [0.23, -2.81, -1.72], [0.20, -1.66, -4.21], [0.12, -3.63, -2.85], [-1.60, -0.89, 3.65], [0.29, -0.89, -3.04], [-1.71, 2.39, 2.67], [0.01, -1.43, 1.84], [0.19, -1.13, -5.16], [2.00, 1.68, 1.25], [-0.81, 2.68, 5.03], [0.81, 3.30, -5.05], [0.05, -4.70, -2.69], [1.13, -2.53, 0.93], [0.21, 2.01, 1.02], [0.73, 0.71, 2.18], [-0.96, -1.61, 5.58], [0.52, 0.79, -5.17], [-0.02, -3.65, -5.01], [0.97, 4.36, -2.74], [1.80, -1.21, 2.02], [0.84, 2.87, -0.74], [0.30, -3.21, -0.72], [-1.90, -1.86, 3.22]],
  "multiplicity": 3,
  "energy_ha": -1880.4770
}

=====

{
  "formula": "C19H18ClN3O4S",
  "method": "the ωB97M-V functional and the def2-TZVPD basis",
  "symbols": ["Cl", "S", "O", "O", "O", "O", "N", "N", "N", "C", "C", "C", "C", "C", "C", "C", "C", "C", "C", "C", "C", "C", "C", "C", "C", "C", "C", "C", "H", "H", "H", "H", "H", "H", "H", "H", "H", "H", "H", "H", "H", "H", "H", "H", "H", "H"],
  "positions_angstrom": [[-6.30, -2.19, -5.03], [-3.33, -1.46, 2.02], [2.48, 3.19, -0.15], [4.20, 3.25, 1.43], [-0.37, -2.01, -1.86], [1.97, 0.89, 3.71], [-1.80, -1.77, -0.13], [-4.11, -1.70, -0.46], [1.27, 1.89, 1.81], [1.46, -1.65, 2.49], [-0.08, -2.91, 1.16], [-2.54, -2.18, -3.73], [-3.64, -2.25, -4.55], [-4.92, -2.12, -4.00], [1.00, -2.86, 2.03], [-1.52, -1.94, -1.48], [-5.10, -1.94, -2.64], [1.42, 0.82, 2.62], [1.81, 3.19, 2.12], [-0.68, -1.72, 0.77], [-3.98, -1.88, -1.81], [3.24, 3.73, -1.22], [2.90, 3.64, 1.12], [-3.06, -1.65, 0.41], [0.87, -0.46, 2.08], [-0.22, -0.50, 1.21], [4.41, 1.86, 1.59], [-2.69, -2.00, -2.35], [-5.02, -1.61, -0.04], [4.30, 3.50, -1.11], [2.24, 3.15, 3.13], [3.11, 4.81, -1.28], [-6.09, -1.84, -2.23], [5.49, 1.72, 1.59], [-1.54, -2.28, -4.12], [2.29, -1.59, 3.19], [-0.73, 0.40, 0.91], [2.85, 3.26, -2.13], [0.99, 1.77, 0.85], [1.00, 3.93, 2.10], [-0.45, -3.85, 0.79], [3.97, 1.29, 0.77], [1.47, -3.78, 2.35], [4.01, 1.50, 2.55], [2.96, 4.74, 1.12], [-3.53, -2.39, -5.62]],
  "relative_energy_kj_mol": 98.3,
  "smiles": "COC(CNC(=O)c1cccc(-n2c(=S)[nH]c3cc(Cl)ccc3c2=O)c1)OC",
  "energy_ha": -2058.4933
}

=====

{
  "formula": "C19H18F2N2O3",
  "method": "the ωB97M-V functional and the def2-TZVPD basis",
  "symbols": ["F", "F", "O", "O", "O", "N", "N", "C", "C", "C", "C", "C", "C", "C", "C", "C", "C", "C", "C", "C", "C", "C", "C", "C", "C", "C", "H", "H", "H", "H", "H", "H", "H", "H", "H", "H", "H", "H", "H", "H", "H", "H", "H", "H"],
  "positions_angstrom": [[-2.98, -2.51, -1.75], [-2.03, -2.71, 0.17], [1.55, 0.51, -2.66], [-1.74, -0.80, -0.97], [0.75, 3.21, -0.49], [-0.48, 2.79, -0.13], [1.84, 0.45, -0.42], [1.47, 2.61, -1.57], [1.74, -0.95, -0.26], [-3.22, 2.20, 0.49], [1.47, -3.57, 0.55], [-4.78, 0.41, 0.78], [1.66, -1.26, 1.10], [-1.89, -2.12, -1.04], [-2.70, 0.00, -0.33], [-3.91, -0.46, 0.14], [1.63, 1.09, -1.59], [1.72, 0.00, 1.91], [2.20, 1.04, 0.88], [1.55, -3.25, -0.80], [-2.34, 1.35, -0.17], [3.71, 1.23, 0.93], [1.69, -1.93, -1.22], [-4.43, 1.74, 0.96], [-1.06, 1.80, -0.68], [1.52, -2.57, 1.51], [-0.64, 1.22, -1.50], [1.45, -2.81, 2.56], [-5.72, 0.04, 1.15], [-5.11, 2.41, 1.47], [2.41, -0.07, 2.75], [1.36, -4.60, 0.85], [-2.92, 3.23, 0.61], [0.73, 0.25, 2.30], [1.52, -4.04, -1.54], [2.45, 3.09, -1.52], [1.76, -1.69, -2.27], [-4.20, -1.50, 0.03], [1.71, 2.00, 1.02], [-0.99, -2.54, -1.53], [1.00, 2.88, -2.53], [4.05, 1.88, 0.13], [4.21, 0.26, 0.82], [4.00, 1.67, 1.88]],
  "relative_energy_kj_mol": 82.6,
  "smiles": "C[C@@H]1Cc2ccccc2N1C(=O)CO/N=C/c1ccccc1OC(F)F",
  "energy_ha": -1269.7504
}

=====

{
  "formula": "C19H18F6S3Tb",
  "method": "the ωB97M-V functional and the def2-TZVPD basis",
  "symbols": ["Tb", "S", "S", "S", "F", "F", "F", "F", "F", "F", "C", "C", "C", "C", "C", "C", "C", "C", "C", "C", "C", "C", "C", "C", "C", "C", "C", "C", "C", "H", "H", "H", "H", "H", "H", "H", "H", "H", "H", "H", "H", "H", "H", "H", "H", "H", "H"],
  "positions_angstrom": [[-7.73, -10.60, 9.23], [-7.55, -13.34, 8.12], [-4.78, -12.32, 5.93], [-7.22, -9.95, 6.58], [-4.34, -8.85, 13.98], [-3.54, -10.40, 9.56], [-7.64, -11.22, 11.50], [-6.99, -9.21, 13.65], [-2.57, -9.43, 11.92], [-10.02, -5.93, 10.98], [-7.97, -11.50, 5.91], [-10.34, -9.56, 11.25], [-5.85, -13.89, 8.10], [-4.78, -9.38, 12.80], [-10.27, -8.22, 11.56], [-10.04, -11.41, 9.60], [-4.41, -10.12, 10.56], [-5.74, -10.47, 10.45], [-3.89, -9.64, 11.75], [-7.66, -12.90, 6.35], [-9.95, -9.00, 8.87], [-6.54, -10.33, 11.55], [-5.67, -9.73, 5.64], [-4.50, -10.53, 6.18], [-9.85, -7.62, 9.21], [-6.13, -9.60, 12.65], [-4.77, -12.89, 7.71], [-10.14, -9.99, 9.89], [-10.03, -7.25, 10.56], [-6.73, -13.24, 5.90], [-10.36, -7.87, 12.60], [-3.60, -10.22, 5.63], [-9.64, -6.87, 8.43], [-10.22, -11.76, 8.60], [-5.49, -8.64, 5.72], [-3.75, -13.31, 7.88], [-8.47, -13.52, 5.98], [-5.61, -14.31, 9.09], [-5.88, -10.03, 4.60], [-10.17, -12.12, 10.44], [-5.76, -14.78, 7.44], [-4.38, -10.28, 7.24], [-10.05, -9.30, 7.84], [-7.77, -11.43, 4.84], [-4.87, -12.00, 8.33], [-10.50, -10.33, 12.03], [-9.00, -11.25, 6.16]],
  "multiplicity": 7,
  "total_charge": 1,
  "energy_ha": -3352.6140
}

=====

Strongest force on any atom for every record listed, in sequence, given in eV/Å: 1.78; 0.82; 1.66; 2.70.